[1]
Computed, not measured: a molecular structure, C30H35ClGaN2O2, with ωB97M-V/def2-TZVPD.

Geometry as XYZ:
```
71
Properties=species:S:1:pos:R:3:forces:R:3
Ga 0.089 0.356 0.376 -5.3 -1.3 -2.0
Cl -0.777 -0.957 -1.286 -0.9 -0.4 -0.8
N -0.616 -1.356 1.675 1.3 -1.0 1.3
N 0.270 1.857 -1.292 1.2 0.5 0.1
C 0.293 -1.892 2.453 -1.4 1.3 -1.4
C 1.450 1.980 -1.840 -1.0 -0.5 1.0
C -1.865 -2.134 1.861 0.3 0.1 0.0
C -1.614 -2.777 3.217 0.5 0.1 0.6
C -1.981 -3.221 0.808 0.0 -0.2 -0.3
C -3.088 -1.244 1.836 -0.1 -0.1 0.3
H -1.125 -3.906 0.869 -0.1 0.1 -0.1
H -2.010 -2.772 -0.189 0.0 -0.2 0.2
H -2.902 -3.787 0.998 0.1 0.0 -0.1
H -2.977 -0.439 2.566 -0.1 0.0 -0.1
H -3.964 -1.848 2.102 0.0 0.2 -0.1
H -3.242 -0.823 0.839 0.1 -0.1 0.1
C -0.716 2.584 -2.136 0.3 -0.3 0.4
C 0.127 3.003 -3.338 0.8 -0.1 -0.5
C -1.234 3.792 -1.375 0.1 0.1 0.1
C -1.861 1.712 -2.598 -0.3 -0.1 -0.3
H -1.474 0.813 -3.084 -0.2 0.1 0.1
H -2.454 2.289 -3.320 0.0 -0.1 0.1
H -2.513 1.419 -1.771 0.1 0.0 -0.2
H -0.398 4.466 -1.152 -0.2 0.0 0.1
H -1.714 3.480 -0.440 0.2 0.2 -0.2
H -1.966 4.316 -1.998 0.0 0.1 0.1
O 1.490 2.593 -3.018 -0.4 0.8 -0.9
H 0.140 4.085 -3.517 0.0 -0.2 0.1
H -0.149 2.486 -4.265 0.0 0.1 0.2
O -0.147 -2.758 3.353 -0.8 -0.9 0.5
H -1.936 -3.821 3.309 0.1 0.3 -0.1
H -2.034 -2.181 4.040 0.2 -0.1 -0.1
C 1.759 -1.629 2.353 -0.5 -0.2 -0.1
C 2.746 1.480 -1.290 -0.6 0.1 -0.5
C 2.573 0.048 -0.929 1.7 0.1 -1.8
H 2.962 2.082 -0.389 0.0 -0.1 0.2
H 3.534 1.655 -2.030 -0.2 0.0 0.0
C 1.879 -0.240 0.271 -2.3 2.3 1.3
C 2.096 -1.492 0.902 1.6 -2.2 0.6
H 1.338 0.918 0.952 6.7 -0.2 1.0
C 2.503 -2.564 0.106 -0.4 1.5 1.3
C 2.874 -2.318 -1.227 0.2 -0.7 -1.1
C 2.471 -3.967 0.642 0.0 -0.2 0.0
C 2.970 -1.015 -1.737 -0.4 0.9 1.0
H 3.135 -3.159 -1.867 0.0 0.1 0.0
C 3.435 -0.753 -3.142 0.1 -0.1 -0.1
H 3.658 -1.701 -3.641 0.0 0.2 0.0
H 4.340 -0.128 -3.157 -0.1 -0.1 -0.1
H 2.660 -0.228 -3.723 0.2 -0.2 0.1
H 3.061 -4.064 1.564 -0.1 -0.1 -0.2
H 2.878 -4.654 -0.110 0.0 0.1 0.2
H 1.440 -4.287 0.869 0.3 0.1 -0.1
H 2.296 -2.449 2.845 -0.1 0.2 -0.1
H 1.961 -0.696 2.900 0.2 -0.1 0.0
C -4.360 3.366 2.394 0.5 0.2 0.5
C -4.110 2.542 1.278 0.8 -0.5 -0.3
C -2.863 1.946 1.110 -0.7 0.3 0.1
C -1.812 2.153 2.042 -0.2 0.6 1.0
C -0.527 1.553 1.919 0.2 -0.1 -0.4
C 0.412 1.771 2.916 -0.3 0.2 0.2
C 0.146 2.587 4.042 -0.6 0.0 -0.2
C -1.085 3.194 4.169 0.6 0.0 0.2
C -2.088 2.995 3.193 0.1 -0.5 -0.7
C -3.360 3.585 3.330 -0.7 0.0 -0.4
H -5.339 3.826 2.521 0.2 -0.1 0.0
H -4.896 2.363 0.543 0.2 0.0 0.2
H -2.680 1.281 0.260 0.0 0.3 0.3
H 1.416 1.338 2.859 -0.4 0.2 -0.2
H 0.927 2.720 4.789 -0.2 0.1 0.0
H -1.308 3.833 5.025 0.0 -0.1 -0.2
H -3.538 4.218 4.202 -0.1 -0.1 -0.2
```
Positions in Å, forces in eV/Å.

Computed properties:
- Charge: -1
- E_HOMO (alpha / beta): -0.4659 / -0.4665 eV
- HOMO-LUMO gap (alpha / beta): 0.11639 / 0.11641 hartree
- LUMO level (alpha / beta): 2.7 / 2.7 eV

[2]
Computed, not measured: 2 unconnected molecules or ions with the total composition C3H10NO3, with ωB97M-V/def2-TZVPD.

Geometry as XYZ:
```
17
Properties=species:S:1:pos:R:3:forces:R:3
C 0.886 -1.333 0.459 0.6 2.3 -3.0
O 0.943 -2.315 -0.377 0.0 -1.5 0.4
C -0.140 -0.077 -0.287 0.5 -3.4 4.0
C -1.472 -0.703 0.027 -1.6 0.3 -2.2
O -2.525 0.314 0.079 -0.6 -0.1 0.5
N 0.111 1.067 0.559 -0.9 1.7 -0.7
H 1.867 -0.765 0.603 -0.3 -0.1 0.1
H 0.460 -1.406 1.468 -0.6 -0.3 0.6
H 0.015 -0.166 -1.364 0.6 1.1 0.3
H -1.688 -1.387 -0.806 0.0 0.1 0.0
H -1.698 -1.343 0.879 0.8 0.5 0.6
H -2.583 0.811 -0.741 0.3 -0.2 -0.2
H -0.749 1.636 0.580 0.5 -0.1 0.0
H 0.207 0.791 1.540 0.3 -0.4 -0.5
H 2.535 1.167 -1.332 0.3 0.1 0.0
H 1.492 1.720 -0.416 0.5 0.4 0.3
O 2.338 1.990 -0.871 -0.5 -0.4 -0.1
```
Positions in Å, forces in eV/Å.

Computed properties:
- Charge: -1
- E_HOMO: -2.6056 eV
- HOMO-LUMO gap: 0.22885 hartree
- LUMO level: 3.6 eV

Calculated energy above the lowest of the compared OMol25 structures with the same formula, charge and spin, 1.326; 1.517 eV (same order as the records).